# 1
{
  "formula": "C4H11N3O2",
  "method": "wB97M-V/def2-TZVPD",
  "elements": ["H", "N", "C", "N", "N", "C", "H", "H", "H", "H", "H", "H", "C", "C", "O", "O", "H", "H", "H", "H"],
  "positions_angstrom": [[-3.96384, -1.80901, 0.94326], [-3.33406, -1.11194, 0.47588], [-2.38823, -1.42271, -0.23824], [-2.16691, -2.89505, -0.58493], [-1.49168, -0.37676, -0.77382], [-1.76585, 0.79989, 0.06001], [-2.18096, -2.96555, -1.62829], [-1.18504, -3.22783, -0.21811], [-1.88020, -0.30016, -1.81678], [-2.08466, 0.69908, 1.11608], [-2.56729, 1.51785, -0.32531], [-0.75137, 1.22681, 0.20596], [3.07108, 1.82909, 1.04147], [3.12154, 1.13865, -0.23844], [3.40854, 1.70932, -1.26309], [3.20715, -0.32216, -0.21765], [3.67146, 2.68760, 1.04716], [3.18832, 1.06567, 1.81801], [2.02909, 2.26681, 1.26492], [4.06290, -0.50957, -0.66809]],
  "relative_energy_kcal_mol": 76.9,
  "lumo_ev": 0.61
}

---

# 2
{
  "formula": "C41H93FIN6P",
  "method": "wB97M-V/def2-TZVPD",
  "elements": ["C", "C", "C", "I", "P", "C", "C", "C", "F", "C", "C", "C", "N", "C", "C", "H", "H", "H", "H", "H", "H", "H", "H", "H", "H", "H", "H", "H", "H", "H", "H", "H", "H", "C", "C", "N", "C", "C", "C", "C", "H", "H", "H", "H", "H", "H", "H", "H", "H", "H", "H", "H", "H", "H", "H", "C", "C", "N", "C", "C", "C", "C", "H", "H", "H", "H", "H", "H", "H", "H", "H", "H", "H", "H", "H", "H", "H", "C", "C", "N", "C", "C", "C", "C", "H", "H", "H", "H", "H", "H", "H", "H", "H", "H", "H", "H", "H", "H", "H", "C", "C", "N", "C", "C", "C", "C", "H", "H", "H", "H", "H", "H", "H", "H", "H", "H", "H", "H", "H", "H", "H", "C", "C", "N", "C", "C", "C", "C", "H", "H", "H", "H", "H", "H", "H", "H", "H", "H", "H", "H", "H", "H", "H"],
  "positions_angstrom": [[4.66092, -7.22359, 6.43064], [5.81757, -6.34862, 5.78749], [5.48360, -4.90393, 5.20068], [7.23194, -3.62310, 5.68104], [3.80545, -4.12395, 5.55314], [4.21382, -3.41467, 7.24625], [4.79723, -4.42027, 8.34794], [4.74281, -3.61833, 9.75838], [5.06694, -4.59897, 10.78707], [2.06466, -3.29298, 5.68829], [0.80884, -4.13355, 6.12372], [-0.52848, -3.37562, 6.21679], [-0.76808, -1.99547, 5.97927], [0.37946, -1.26433, 5.56928], [1.81867, -1.78154, 5.39032], [5.09864, -7.78461, 7.34064], [3.74103, -6.68052, 6.81278], [4.35698, -8.05983, 5.69545], [6.31330, -6.97408, 4.95409], [6.64621, -6.22301, 6.58048], [5.56847, -5.00085, 4.04963], [4.02609, -3.24348, 4.41291], [3.08587, -5.32982, 5.24236], [3.21379, -3.04559, 7.69692], [4.84589, -2.44871, 7.19783], [5.84753, -4.80567, 8.15130], [4.09729, -5.31997, 8.50360], [3.67944, -3.23107, 9.97798], [5.49125, -2.75690, 9.74895], [0.93847, -5.24305, 6.35968], [-1.44124, -4.00236, 6.52937], [0.21619, -0.14720, 5.34677], [2.66795, -1.10927, 5.04923], [-1.15247, -2.89106, 2.50589], [-1.01731, -2.20322, 1.15261], [-2.25213, -1.59013, 0.68041], [-2.20521, -1.19784, -0.72492], [-1.20916, -0.11048, -1.12276], [-2.87659, -0.61984, 1.57623], [-2.04203, 0.58816, 2.00553], [-1.96800, -3.61942, 2.49849], [-0.22838, -3.42369, 2.74520], [-1.33190, -2.17405, 3.30973], [-0.71063, -2.97305, 0.43390], [-0.19375, -1.47790, 1.20266], [-3.20623, -0.89573, -1.05163], [-1.97885, -2.09397, -1.31629], [-1.54027, 0.87830, -0.80082], [-1.12226, -0.07453, -2.21372], [-0.20877, -0.29437, -0.72354], [-3.19571, -1.14714, 2.48182], [-3.81211, -0.26200, 1.13321], [-1.02985, 0.31285, 2.30743], [-2.51723, 1.07147, 2.86493], [-1.98117, 1.33758, 1.21543], [3.32241, -3.02992, -4.83145], [3.51069, -3.30576, -3.34391], [2.45086, -2.75714, -2.50766], [2.77491, -2.75754, -1.08312], [2.96642, -4.11038, -0.39911], [1.09034, -3.17016, -2.83636], [0.78179, -4.66841, -2.83220], [3.19343, -1.96107, -5.02070], [4.20284, -3.36545, -5.38482], [2.45961, -3.56319, -5.23783], [4.46143, -2.84404, -3.05297], [3.63102, -4.38706, -3.19466], [2.01156, -2.19199, -0.53766], [3.69766, -2.17979, -0.94890], [2.01535, -4.62053, -0.23902], [3.41500, -3.96129, 0.58855], [3.63031, -4.77177, -0.96050], [0.84577, -2.77945, -3.83007], [0.38457, -2.66308, -2.16969], [1.54441, -5.25532, -3.34701], [-0.16733, -4.84567, -3.34765], [0.66741, -5.05368, -1.81853], [-1.40629, 7.44081, -2.05875], [-0.45812, 6.26114, -2.24221], [-0.45599, 5.32966, -1.12156], [0.65082, 4.37846, -1.16026], [0.69034, 3.38636, -2.32069], [-1.74912, 4.76523, -0.74793], [-2.52754, 4.00071, -1.82035], [-1.20609, 7.96508, -1.12060], [-1.27393, 8.15321, -2.87693], [-2.45275, 7.12646, -2.06679], [0.54929, 6.67910, -2.35344], [-0.69363, 5.75877, -3.18998], [0.68350, 3.82064, -0.21824], [1.58613, 4.95163, -1.17583], [-0.05568, 2.59877, -2.20390], [1.66771, 2.89384, -2.34856], [0.54325, 3.87010, -3.28914], [-2.38548, 5.58069, -0.38745], [-1.62445, 4.11785, 0.12651], [-2.54851, 4.52490, -2.77736], [-3.56547, 3.87491, -1.49616], [-2.12202, 3.00059, -1.97700], [-8.41392, -0.15949, -2.34489], [-7.40570, -0.89204, -1.46666], [-7.96522, -1.37687, -0.21161], [-6.95142, -1.80659, 0.74864], [-6.08404, -3.00593, 0.37250], [-9.13116, -2.24807, -0.31868], [-8.98774, -3.52961, -1.14164], [-8.89700, 0.65330, -1.79633], [-7.90586, 0.27406, -3.20974], [-9.18670, -0.83222, -2.72466], [-6.60386, -0.17920, -1.24093], [-6.94745, -1.70183, -2.04996], [-7.42698, -2.00508, 1.71499], [-6.28478, -0.95598, 0.93711], [-6.63631, -3.94360, 0.45147], [-5.23850, -3.07769, 1.06421], [-5.67178, -2.92372, -0.63579], [-9.95430, -1.66470, -0.74533], [-9.48239, -2.51049, 0.68457], [-8.48904, -3.36073, -2.09758], [-9.98087, -3.93435, -1.36051], [-8.44560, -4.30135, -0.59471], [3.16491, 6.04065, -4.24746], [3.29727, 6.72914, -5.60103], [2.06164, 7.34196, -6.07311], [2.10847, 7.73327, -7.47975], [3.10451, 8.82024, -7.88092], [1.43788, 8.31169, -5.17750], [2.27285, 9.51944, -4.74843], [2.35041, 5.31140, -4.25389], [4.08963, 5.50911, -4.00984], [2.98547, 6.75788, -3.44251], [3.60369, 5.95979, -6.31926], [4.11985, 7.45499, -5.55202], [1.10741, 8.03514, -7.80539], [2.33404, 6.83672, -8.07000], [2.77446, 9.80921, -7.55986], [3.18971, 8.85453, -8.97173], [4.10515, 8.63695, -7.48301], [1.11900, 7.78407, -4.27214], [0.50269, 8.66924, -5.62090], [3.28479, 9.24400, -4.44653], [1.79786, 10.00312, -3.88904], [2.33400, 10.26841, -5.53837]],
  "lumo_ev": 0.10
}

---

# 3
{
  "formula": "C29H34CoN7S",
  "method": "wB97M-V/def2-TZVPD",
  "elements": ["Co", "C", "C", "N", "N", "C", "N", "S", "C", "C", "C", "C", "C", "N", "H", "H", "H", "H", "H", "H", "H", "H", "H", "H", "C", "C", "C", "C", "C", "C", "C", "C", "C", "C", "C", "C", "C", "C", "C", "N", "H", "H", "H", "H", "H", "H", "H", "H", "H", "H", "C", "C", "N", "C", "C", "C", "C", "N", "H", "H", "H", "H", "H", "H", "H", "H", "H", "H", "H", "H", "H", "H"],
  "positions_angstrom": [[0.14831, 1.04096, 0.68042], [1.65361, 4.29370, -1.70750], [1.47384, 2.95084, -1.08498], [0.36047, 2.32083, -1.00108], [-0.81479, 3.01047, -1.33060], [-1.45167, 3.47787, -0.21546], [-2.48595, 4.28553, -0.38612], [-0.89468, 3.00957, 1.32086], [2.55673, 2.28786, -0.32239], [3.90096, 2.47109, -0.58515], [4.83272, 1.79795, 0.19286], [4.38007, 0.96403, 1.19762], [3.01450, 0.82623, 1.39755], [2.11370, 1.48437, 0.67001], [1.20224, 4.35829, -2.69748], [2.70355, 4.55145, -1.80435], [1.19049, 5.04679, -1.06297], [-0.81643, 3.57103, -2.17418], [-2.82632, 4.55019, -1.29737], [-2.99743, 4.60714, 0.42052], [4.22345, 3.11133, -1.39333], [5.89133, 1.92184, 0.00956], [5.06814, 0.41705, 1.82646], [2.62500, 0.16372, 2.15540], [0.36078, 0.73457, 4.88721], [-0.85564, 0.12230, 5.16165], [-1.72076, -0.17826, 4.12570], [-1.34844, 0.10279, 2.81061], [-0.09801, 0.65757, 2.52411], [0.73558, 1.01139, 3.57684], [-2.20880, -0.10314, 1.64432], [-3.50653, -0.65672, 1.72274], [-4.21662, -0.85532, 0.58217], [-3.62089, -0.57334, -0.67123], [-4.27832, -0.86567, -1.88704], [-3.64727, -0.67658, -3.08350], [-2.32369, -0.19543, -3.09710], [-1.67397, 0.12232, -1.93473], [-2.31475, -0.03908, -0.68847], [-1.66858, 0.26506, 0.48824], [1.01792, 1.01203, 5.70123], [-1.13701, -0.09269, 6.18307], [-2.68291, -0.61822, 4.35047], [1.66531, 1.53803, 3.40720], [-3.91992, -0.90846, 2.68685], [-5.22099, -1.25910, 0.61366], [-5.28558, -1.26084, -1.84752], [-4.14861, -0.90942, -4.01247], [-1.80954, -0.08216, -4.04317], [-0.65086, 0.46686, -1.96431], [0.95448, -4.17716, -2.64419], [1.94448, -3.63409, -1.62560], [1.30905, -2.84322, -0.56196], [0.63250, -3.58990, 0.50403], [-0.88858, -3.60441, 0.37965], [1.24696, -1.50688, -0.59816], [1.85306, -0.79435, -1.77152], [0.69169, -0.81062, 0.35812], [1.48774, -4.70618, -3.43348], [0.37441, -3.37343, -3.10185], [0.25888, -4.88086, -2.18775], [2.70633, -3.03010, -2.11126], [2.47395, -4.45253, -1.13757], [0.94425, -3.19150, 1.47461], [1.01655, -4.60738, 0.46520], [-1.31581, -2.59981, 0.39017], [-1.31900, -4.16224, 1.21116], [-1.19831, -4.08488, -0.54716], [2.94223, -0.85614, -1.74149], [1.55860, 0.24748, -1.75500], [1.51823, -1.23364, -2.71029], [0.31456, -1.38680, 1.09950]],
  "relative_energy_kcal_mol": 0.2,
  "lumo_ev": -6.24,
  "total_charge": 2
}

---

# 4
{
  "formula": "C6H32N2O8",
  "method": "wB97M-V/def2-TZVPD",
  "elements": ["C", "C", "C", "N", "C", "C", "C", "N", "H", "H", "H", "H", "H", "H", "H", "H", "H", "H", "H", "H", "H", "H", "H", "H", "O", "H", "H", "O", "H", "H", "O", "H", "H", "O", "H", "H", "O", "H", "H", "O", "H", "H", "O", "H", "H", "O", "H", "H"],
  "positions_angstrom": [[0.53415, 1.69463, -2.81528], [-0.02131, 0.29520, -2.55529], [-1.45180, 0.22143, -3.10519], [0.04431, -0.01927, -1.08952], [-0.99545, 0.63431, -0.26986], [-1.00795, -0.13121, 1.06911], [-1.61261, -1.52338, 1.16184], [-1.58253, 0.78738, 2.08527], [1.53281, 1.83512, -2.40697], [-0.07374, 2.48870, -2.36716], [0.47797, 1.93426, -3.88183], [0.64741, -0.39419, -3.07047], [-1.43759, 0.53896, -4.13586], [-2.01092, 0.93960, -2.50319], [-2.00307, -0.68879, -2.86622], [0.99398, 0.18005, -0.78919], [-0.70587, 1.66223, -0.06568], [-1.96514, 0.40141, -0.69365], [0.04645, -0.26672, 1.33711], [-0.94910, -2.17192, 0.57770], [-1.63029, -1.88277, 2.18620], [-2.54626, -1.58551, 0.59558], [-2.58090, 0.81174, 1.88093], [-1.53479, 0.36324, 3.01011], [2.95127, -3.22874, -0.01042], [2.13967, -3.74749, -0.05077], [2.87885, -2.80797, -0.87476], [3.03856, 0.75725, -0.68150], [3.24966, 0.65082, 0.23186], [3.57018, 1.46196, -1.05285], [0.60112, -2.86895, -1.37229], [0.44880, -3.03398, -2.30733], [0.68949, -1.88732, -1.35949], [1.60910, 3.57121, 1.54465], [1.30964, 3.80761, 2.42308], [0.85805, 3.66553, 0.95345], [-0.26485, 2.93052, 3.28777], [-1.10639, 3.38098, 3.23698], [-0.36765, 2.17947, 2.65861], [0.25513, 0.39274, 4.67227], [0.78747, -0.08304, 4.01966], [0.23347, 1.23127, 4.17378], [-3.53734, -2.96563, -1.82355], [-2.58345, -3.04478, -1.87343], [-3.78405, -2.07306, -2.07160], [2.38656, -1.11789, 1.63797], [2.81791, -1.86150, 1.18520], [1.65109, -1.43350, 2.16416]],
  "relative_energy_kcal_mol": 38.6,
  "lumo_ev": 0.31
}

---

| no. | strongest force on any atom (eV/A) |
| --- | --- |
| 1 | 4.5 |
| 2 | 5.1 |
| 3 | 0.4 |
| 4 | 2.9 |